Record 1
{
  "formula": "C7H12N2",
  "method": "the ωB97M-V functional and the def2-TZVPD basis",
  "charge": 0,
  "lumo_ev": 0.92,
  "e_above_lowest_kcal_mol": 86.72,
  "spin_multiplicity": 1,
  "total_energy_ha": -383.28501,
  "species": ["C", "C", "C", "C", "C", "C", "C", "H", "H", "H", "H", "H", "H", "H", "H", "H", "H", "H", "H", "N", "N"],
  "xyz": [[1.90747, 1.03127, -0.81652], [0.44518, 0.87954, -0.17541], [-0.37846, 1.97299, 0.44500], [-0.10342, 0.67188, 1.24029], [-1.04612, -0.54273, 0.99874], [-0.41230, -0.32959, -0.82582], [-0.06542, -1.45533, 0.12871], [2.43769, 0.06035, -0.76210], [1.83523, 1.30338, -1.82834], [2.44633, 1.86686, -0.28060], [0.30861, 2.71418, 0.86375], [-1.45828, 2.33198, 0.23504], [0.53177, 0.89078, 2.07257], [-1.64873, -0.96903, 1.75620], [-2.29924, 0.57633, -0.22371], [-0.26073, -0.44699, -1.87148], [0.97347, -1.44109, 0.46911], [-0.13580, -3.41750, 0.41095], [-0.59876, -2.82521, -1.34704], [-1.73356, -0.23871, -0.25995], [-0.74490, -2.63336, -0.22937]],
  "forces_ev_per_angstrom": [[-1.23, 0.12, 3.20], [-0.06, -1.08, -1.61], [-0.74, -0.16, 0.58], [0.18, 1.20, -1.01], [1.40, 0.47, -0.39], [1.39, 2.58, 0.09], [-1.30, 2.27, 0.56], [-0.09, 0.64, 0.19], [-0.32, 0.40, -1.41], [-0.26, -1.12, -0.49], [-0.63, 0.31, -0.29], [2.09, -0.65, -0.05], [0.09, -0.68, 0.67], [-0.39, -0.27, 1.06], [-0.01, 1.00, -0.55], [-0.13, -0.11, -1.11], [-0.06, -0.48, -0.07], [-2.48, 2.03, -2.93], [-0.16, 0.11, 3.74], [-0.26, -1.66, 0.68], [2.95, -4.92, -0.86]],
  "nbo_charge": [-0.604, -0.045, -0.439, -0.269, -0.054, -0.047, -0.055, 0.209, 0.211, 0.212, 0.216, 0.210, 0.221, 0.205, 0.361, 0.186, 0.179, 0.355, 0.363, -0.605, -0.812]
}


Record 2
{
  "formula": "C8H14",
  "method": "the ωB97M-V functional and the def2-TZVPD basis",
  "charge": 0,
  "smiles": "C=C(C)C(=C)CCC",
  "lumo_ev": 1.06,
  "e_above_lowest_kcal_mol": 76.11,
  "spin_multiplicity": 1,
  "total_energy_ha": -313.09611,
  "species": ["C", "C", "C", "C", "C", "C", "C", "C", "H", "H", "H", "H", "H", "H", "H", "H", "H", "H", "H", "H", "H", "H"],
  "xyz": [[1.55769, -2.43054, -0.46947], [0.90647, -1.33127, -0.74337], [0.12710, -1.00801, -1.96711], [0.75270, -0.36790, 0.34261], [0.62115, -0.83894, 1.62333], [0.46800, 1.07989, 0.01280], [-0.96007, 1.45177, -0.14627], [-1.58523, 1.81129, 1.21555], [2.01399, -2.54047, 0.51658], [1.84360, -3.19974, -1.13770], [-0.48469, -1.82561, -2.39391], [0.56140, -0.56813, -2.73627], [-0.64603, -0.24153, -1.54281], [0.20866, -1.72412, 1.98481], [0.62627, -0.09319, 2.28256], [1.20232, 1.29877, -0.75791], [0.92532, 1.72412, 0.82067], [-1.64949, 0.69602, -0.68792], [-1.05378, 2.20599, -0.87605], [-0.91253, 1.83680, 2.03176], [-2.47968, 1.20754, 1.58202], [-2.04319, 2.85725, 1.04609]],
  "forces_ev_per_angstrom": [[1.61, -0.87, 1.03], [-0.81, 0.44, -0.26], [-4.51, -0.60, 3.37], [-1.16, -1.39, 2.25], [-0.06, 0.83, -3.87], [3.51, -0.13, 1.19], [-2.25, -1.84, -0.05], [-3.18, 1.53, -1.03], [-0.06, 0.14, -0.30], [-0.36, -0.68, -0.89], [0.51, 0.04, 0.49], [2.56, 2.10, -3.37], [1.30, -1.69, -1.65], [0.27, -1.94, -0.01], [-0.18, 2.87, 3.07], [-0.68, 0.43, -1.03], [-0.71, -0.66, -0.38], [1.25, 0.62, 1.33], [0.08, 1.64, -0.41], [0.89, 0.16, 0.61], [1.23, 0.35, -0.84], [0.74, -1.35, 0.77]],
  "nbo_charge": [-0.357, -0.056, -0.641, 0.035, -0.403, -0.462, -0.410, -0.615, 0.199, 0.193, 0.222, 0.213, 0.213, 0.203, 0.169, 0.217, 0.222, 0.208, 0.215, 0.209, 0.215, 0.210]
}


The evaluated molecular weight for the records listed, in turn: 124.2, 110.2 g/mol.
The evaluated gap between HOMO and LUMO for the records listed, in turn: 9.404, 9.545 eV.